A structure of composition C32H32BClN8O4ReS2 at a distorted geometry. Source: the Open Molecules 2025 dataset; level of theory: ωB97M-V with the def2-TZVPD basis set.

The calculation puts the max |F| at 1.1 eV Å⁻¹. As for the HOMO-LUMO gap (spin up / spin down): 7.490 / 6.486 eV. Its LUMO energy (spin up / spin down) is 0.161 / -1.310 eV. The energy is -90819.423 eV.

```
! wB97M-V def2-TZVPD RIJCOSX def2/J DEFGRID3
* xyz 0 4
H -3.13330 4.46434 2.16376
C 2.22471 -2.04845 0.40777
C -0.92106 -1.38726 -3.46455
C -1.08328 2.82262 3.35741
H 0.27682 -4.05177 -5.18652
N 0.96393 -2.15061 -1.65312
H -3.37735 4.46163 -1.56719
H -4.88738 -0.94250 -3.00150
N -1.47180 -0.53318 -0.39117
C -2.95583 -1.90124 -1.31862
N -0.53691 1.82942 -1.95756
C 1.90872 -2.69269 -0.91346
C -0.31597 -3.18918 -4.94152
C 1.30692 2.15599 -3.11556
H -0.76778 -0.86899 -2.53343
H -3.76949 0.26232 -3.65038
C -1.65640 2.83144 1.98278
C -0.06577 2.32889 -3.11280
H 4.20384 0.32119 5.85236
N -2.09645 2.40721 -0.11238
C -0.93054 2.97003 -4.14342
C -1.87774 -0.96577 -4.36820
H -1.63511 2.25805 -4.57589
H -0.37199 2.02622 3.50499
C 1.24851 -0.99837 4.87471
Cl 1.91119 -5.10059 -3.93829
H 3.05094 0.01568 -1.49868
C -1.28304 -2.75259 -5.83653
N 0.49024 1.34488 -1.21754
H -1.41921 -3.29515 -6.76289
H 0.50923 -1.73552 5.16243
C -4.21829 -0.12767 -2.73563
O 3.87838 -5.69896 -1.80374
H -1.50624 3.78878 -3.71083
C 3.31723 0.15705 5.25360
C 3.12400 0.88338 4.09698
H 3.11656 1.38237 -0.38673
C -2.06563 -1.64686 -5.56128
C 1.98647 0.68597 3.30876
C 3.53534 -4.77179 -1.11218
C -2.65797 3.70788 1.56284
C -1.20841 -2.91209 0.30847
H -1.93044 -3.40824 0.95685
H 3.85020 1.61958 3.77512
Re 0.11121 0.46699 0.72755
H 3.74025 1.55121 -2.04192
H -3.50200 -2.79328 -1.57496
C -3.88341 4.04357 -0.69669
C 1.03517 -0.26691 3.70256
H -0.30996 3.36403 -4.94465
H 2.52589 -1.36192 6.54981
H -4.41035 4.84305 -0.18171
O 1.55766 -1.00198 0.68055
C 1.74294 -3.92828 -2.72516
B -1.98772 1.68440 -1.46179
N -1.32136 2.03603 0.94694
C 2.96412 1.09943 -1.42806
S 1.78372 1.71434 1.90237
H -1.88802 2.70667 4.08447
C 1.62231 1.53026 -1.90756
S -0.46143 -0.53300 2.82699
C 2.37432 -0.78864 5.64434
N -2.26778 0.18867 -1.21705
O 4.09164 -4.52803 0.05987
H 1.99560 2.44764 -3.89038
C -2.90982 3.41134 0.23855
H -2.47578 -0.09659 -4.12761
H -0.39580 -2.53200 0.92087
C -1.86725 -1.80970 -0.44634
H -0.80330 -3.65105 -0.38413
C -0.12887 -2.50588 -3.74427
H -4.80392 0.67493 -2.28653
H -2.81548 -1.31865 -6.27012
H -2.74952 2.14028 -2.24873
C 2.45035 -3.84129 -1.53885
C -3.17946 -0.62007 -1.78698
N 0.85009 -2.89622 -2.76593
H -4.61421 3.31583 -1.05115
H -0.58025 3.77063 3.55323
H 3.70295 -3.73138 0.52005
O 3.05764 -2.56050 1.15058
*
```

These are the Mulliken partial charges, in e, on atoms 1 to 5:
1 H 0.51
2 C 0.48
3 C 1.73
4 C -1.15
5 H 0.36


A structure of composition C32H32BrN6O6Sn at a distorted geometry. Source: the Open Molecules 2025 dataset; level of theory: ωB97M-V with the def2-TZVPD basis set.

The calculation puts the max |F| at 3.7 eV Å⁻¹. As for the HOMO-LUMO gap: 4.868 eV. The value obtained for the relative energy (zero: lowest compared OMol25 entry of this formula, charge and spin) is 1.174 eV. Its LUMO energy is -11.241 eV. The energy is -130779.243 eV.

```
! wB97M-V def2-TZVPD RIJCOSX def2/J DEFGRID3
* xyz 3 1
C 4.80772 2.58198 0.37192
C -2.48837 0.10709 -3.55125
C -0.13746 -0.44290 -6.42353
C 1.22518 1.44346 5.28489
H -1.04003 -1.26574 3.60290
C 2.92409 1.05442 0.03441
Sn -0.23973 0.11651 -0.22461
H -3.31575 6.54897 0.18288
C -1.68479 -2.71805 -0.60042
H -2.81222 -4.50236 -0.96210
N -1.19980 -1.86022 0.30092
H 1.31137 1.24478 6.34525
H -1.36722 1.26916 -5.96513
H -0.19769 -1.52909 -6.33460
C 1.64336 2.90490 3.42852
H 0.84412 2.27336 1.56746
C -1.31770 0.20164 -5.73402
C 0.44632 0.83450 3.09454
C 1.78277 2.61323 4.77737
N 2.30754 -0.12578 -0.02923
H 2.02748 3.81802 2.99335
H 2.23352 -0.72874 -2.68219
H -0.14611 -0.19060 -7.48223
C -0.87073 -1.05541 2.55087
C 4.29158 1.17000 0.19682
H 1.30064 1.11369 -6.02071
C -2.70875 4.49293 0.04581
H 2.32818 1.95037 -0.03542
H -3.22598 -0.53074 -4.03609
H 0.18852 -0.36524 4.88208
N 6.09328 2.80888 0.07183
H 6.72602 2.10052 -0.25330
C -2.45698 -3.80369 -0.21779
H -2.49346 -3.14624 3.10611
O -0.00951 -0.20036 -2.35300
N -1.22820 0.02404 -4.27804
C -2.25844 -3.05549 2.05333
H -6.42292 3.65500 -0.44906
C 3.02708 -1.25474 0.03372
H 6.45496 3.74379 0.18557
H 2.48623 -2.19202 -0.01000
H -4.72962 1.84048 -0.47770
C -5.37526 3.88813 -0.31864
C -3.09052 3.16988 -0.14598
C 4.40128 -1.22511 0.16491
N -0.19308 -0.04876 2.16443
H 6.11350 0.03311 0.42465
H 3.06596 -0.77143 -4.24603
C -4.96771 5.20614 -0.14161
C 2.36483 -0.21623 -3.62774
C -2.05640 2.12275 -0.17118
C 2.49667 3.52232 5.75753
Br -0.88270 4.85280 0.32696
N 1.08799 -0.11831 -4.32906
C -1.46469 -2.01714 1.60924
H 4.96126 -2.14912 0.20587
H -2.25002 -0.24623 -6.07312
H -2.87249 1.13080 -3.56266
H -3.37220 -4.79352 1.45262
H -2.36283 -0.20234 -2.52266
C 1.13894 0.05815 -5.78690
C 0.57961 0.54930 4.45415
O -0.82203 2.43976 0.02085
O 4.03041 3.43322 0.77603
C -2.75652 -3.96575 1.12460
C -0.05674 -0.09261 -3.64083
H -1.43774 -2.53077 -1.63750
H 2.78541 0.77466 -3.43525
H -5.69992 6.00275 -0.14136
H 1.99670 -0.49360 -6.16536
O 3.32243 4.45295 5.26220
C -3.62534 5.52233 0.04130
C 0.97673 2.01769 2.60390
O 2.31817 3.39467 6.92858
C -4.43502 2.87005 -0.32833
H 3.41219 4.45052 4.30216
C 5.04239 0.00483 0.26573
O -2.36675 0.92272 -0.39378
*
```

These are the Mulliken partial charges, in e, on atoms 1 to 5:
1 C 0.34
2 C -0.85
3 C -0.72
4 C -1.24
5 H 0.40


A cluster of 8 separate species, C32H32Cl6N6 in total at a distorted geometry. Source: the Open Molecules 2025 dataset; level of theory: ωB97M-V with the def2-TZVPD basis set.

The SMILES is ClC(Cl)Cl.ClC(Cl)Cl.c1ccncc1.c1ccncc1.c1ccncc1.c1ccncc1.c1ccncc1.c1ccncc1. The calculation puts the max |F| at 1.5 eV Å⁻¹. As for the HOMO-LUMO gap: 9.788 eV. The value obtained for the relative energy (zero: lowest compared OMol25 entry of this formula, charge and spin) is 0.000 eV. Its LUMO energy is 0.227 eV. The energy is -117776.617 eV.

```
! wB97M-V def2-TZVPD RIJCOSX def2/J DEFGRID3
* xyz 0 1
N 2.77292 19.60111 -0.04826
H 5.72292 25.00063 -9.23436
H 7.09631 14.64482 -5.99898
C 9.21397 20.33863 -7.91541
H 10.15177 17.09966 -8.25192
H 8.51668 17.85181 -5.64894
C -0.25058 23.90316 -5.41567
H 0.77545 21.01115 -7.67926
H 5.45873 11.41966 -2.71369
C 2.47048 17.57677 -1.29172
C 9.05633 17.28870 -4.89924
H 7.61915 14.79559 -3.67404
H 9.34298 17.10798 -1.53810
N 6.53958 13.14739 -3.04694
H 1.84703 24.31721 -5.23914
H 5.52818 12.74156 -6.76105
H 9.33884 21.23108 -7.31705
C 5.30405 24.36416 -8.46715
C 10.52043 16.01881 -3.01994
H 11.40083 15.06589 -4.74050
H 11.10419 15.50629 -2.26632
C 5.33240 20.10444 -6.83752
N 9.98870 16.43689 -5.30926
C 8.78016 17.53716 -3.54739
Cl 5.57055 25.92465 -2.11347
C 5.80281 12.12430 -3.46390
C -0.83677 22.23021 -6.87966
Cl 4.22274 24.04869 -3.93012
C 10.62275 15.72150 -4.36841
C 1.36658 17.25215 -0.53629
N -1.19559 23.17244 -6.00494
C 1.48540 22.66082 -6.52411
Cl 3.99776 25.19917 -7.59433
H 3.98771 19.10112 -1.60563
C 5.82454 12.85956 -5.72339
H 1.49550 19.95135 1.48921
C 0.49042 21.88959 -7.11411
H 4.90958 20.64927 -3.52992
C 8.20367 20.30413 -8.87860
H 2.53584 22.49706 -6.72051
C 5.81490 18.81709 -6.74394
H 6.06146 18.28400 -7.65188
C 8.09630 19.14809 -9.64600
C 0.96473 18.10234 0.49957
H -1.64800 21.66361 -7.31593
H -0.56285 24.56266 -4.61797
C 4.16621 24.85601 -2.35504
H 2.83227 16.92121 -2.07192
C 9.72637 18.07360 -8.46434
C 1.09145 23.68089 -5.68789
H 10.75965 19.15476 -6.95572
H 3.28438 25.48026 -2.35073
C 6.66474 13.89802 -5.34831
C 9.53729 16.91289 -2.58350
C 5.15023 20.14985 -4.46198
H 4.69819 21.83117 -5.76273
H 7.55764 21.16153 -9.00415
N 8.80567 18.04256 -9.43537
H 4.71857 11.15302 -5.05570
H 0.83282 16.33110 -0.73473
C 6.98206 13.97806 -4.00105
C 1.71263 19.24549 0.69493
C 5.05677 20.81554 -5.66882
Cl 4.10506 23.67240 -1.04045
H 7.94674 18.20660 -3.37012
C 9.96246 19.18983 -7.68657
H 5.27479 20.62384 -7.78505
Cl 4.64487 22.91968 -9.25837
C 5.88343 18.25344 -5.47099
Cl 6.59014 23.98634 -7.33016
H 0.21725 17.81010 1.22260
N 5.54140 18.86940 -4.34818
C 5.39984 11.94879 -4.78814
H 6.21983 17.22596 -5.36714
C 3.12011 18.78612 -1.03644
H 7.37903 19.05852 -10.45550
*
```

These are the Mulliken partial charges, in e, on atoms 1 to 5:
1 N -0.48
2 H 0.43
3 H 0.44
4 C -0.30
5 H 0.46